Below is C39H44Br2KN2O2S as an isolated structure, with properties calculated with wB97M-V/def2-TZVPD.

Energy above the lowest of the compared OMol25 structures with the same formula, charge and spin: 0.1187 eV
E_tot: -215480.333 eV
Molecular weight: 803.8 g mol⁻¹
HOMO-LUMO gap: 5.450 eV

Geometry as ORCA input:
```
! wB97M-V def2-TZVPD RIJCOSX def2/J DEFGRID3
* xyz -1 1
K -1.38423 0.65650 2.26378
C -4.03216 1.19600 3.62323
C -3.49831 0.09436 4.31989
C -3.54657 -1.02779 3.46510
C -4.11159 -0.61937 2.24155
C -4.40967 0.75560 2.33769
H -4.12906 2.20675 3.99970
H -3.12487 0.09943 5.33708
H -3.21468 -2.02896 3.71118
H -4.28125 -1.24781 1.37658
H -4.87099 1.36185 1.56717
C 2.19069 -1.96862 -5.29927
C 2.73875 -1.06099 -4.19735
C 4.05571 -1.66967 -3.69642
C 3.02935 0.31623 -4.81289
C 1.75356 -0.90190 -3.04005
C 2.12246 -0.17280 -1.91352
C 1.22844 0.01787 -0.88507
Br 1.82129 0.99531 0.64980
C -0.11510 -0.46040 -0.87177
O -0.91204 -0.20901 0.08705
C -0.46816 -1.23691 -2.02980
C 0.45936 -1.42693 -3.04740
C -1.88037 -1.82610 -2.11820
C -2.92490 -0.70015 -2.09805
C -2.09370 -2.63633 -3.39917
C -2.15002 -2.75770 -0.92718
H 2.93209 -2.06573 -6.09652
H 1.27767 -1.56156 -5.73869
H 1.97124 -2.96793 -4.91775
H 4.76823 -1.77450 -4.52058
H 3.88117 -2.65418 -3.25972
H 4.51839 -1.04468 -2.93096
H 3.74352 0.23175 -5.63814
H 3.44753 0.99609 -4.06835
H 2.10932 0.76483 -5.19480
H 3.11420 0.25604 -1.82642
H 0.15484 -2.00890 -3.90518
H -2.77777 -0.03024 -2.95074
H -2.84593 -0.13190 -1.17308
H -3.93204 -1.12258 -2.16667
H -1.97666 -2.02095 -4.29499
H -3.11032 -3.03658 -3.40030
H -1.40197 -3.47974 -3.46810
H -2.04241 -2.21492 0.00992
H -1.46327 -3.60850 -0.94150
H -3.16986 -3.14964 -0.98355
Br 3.35937 -4.93251 -1.14118
C 2.67143 -3.77184 0.19688
C 1.30155 -3.64019 0.33942
C 0.80280 -2.79246 1.31422
C 1.66781 -2.10273 2.15725
C 3.04438 -2.22314 1.97407
C 3.55190 -3.06063 0.99419
N 1.09193 -1.22036 3.09309
C 1.65424 -0.99787 4.20172
C 1.11219 0.01235 5.14015
C 1.64754 0.14421 6.41555
C 1.10637 1.09676 7.26604
C 0.05810 1.87772 6.81256
C -0.40767 1.67792 5.51566
N 0.11163 0.77311 4.69893
H 0.63156 -4.16955 -0.32255
H -0.26194 -2.62902 1.41357
H 3.72369 -1.61781 2.56058
H 4.61853 -3.14295 0.83696
H 2.55716 -1.52864 4.52808
H 2.46440 -0.49259 6.73153
H 1.49607 1.22236 8.26849
H -0.39916 2.62742 7.44391
H -1.22683 2.26252 5.11008
C -0.80813 2.17843 -3.78837
C -0.74548 2.78154 -2.41320
C -1.79097 2.61333 -1.51409
C -1.67484 3.01919 -0.19192
C -0.50793 3.63798 0.21506
C 0.53567 3.85803 -0.67409
C 0.40855 3.43687 -1.98382
S -0.24703 3.96100 1.94989
C -0.62581 5.72265 1.92023
O -1.37145 3.32503 2.69933
H -1.83354 2.13086 -4.15626
H -0.41731 1.15678 -3.75241
H -0.20714 2.74598 -4.50026
H -2.68748 2.09531 -1.82919
H -2.46200 2.81573 0.52609
H 1.46579 4.29566 -0.32920
H 1.23723 3.56139 -2.67147
H -1.65047 5.84594 1.57219
H 0.07419 6.22869 1.25611
H -0.51884 6.09282 2.93869
*
```